Molecular formula: C27H46IN5O12P3
Method: DFT, wB97M-V/def2-TZVPD

total energy	-3554.39986	hartree
charge	+1
E_HOMO	-10.939	eV
maximum force	2.283	eV/A
HOMO-LUMO gap	0.2064	Ha
E_LUMO	-5.32	eV
2S+1	1

XYZ file:
```
94
Properties=species:S:1:pos:R:3:forces:R:3
C 0.536 5.064 -0.084 0.01 -0.03 -0.22
O 0.672 3.753 -0.618 0.09 -0.03 -0.02
C 0.081 3.617 -1.872 -0.37 0.14 -0.17
C -0.164 2.111 -2.207 0.19 0.70 -0.05
P -0.679 2.308 -4.008 -0.21 -0.65 -0.59
N -0.949 1.086 -4.937 0.10 0.30 0.11
O -1.284 1.756 -1.405 0.22 -0.54 -0.43
C -1.271 0.772 -0.364 0.14 0.80 1.83
N -2.615 0.472 -0.120 -0.07 -1.29 -1.88
C -3.661 1.136 -0.426 -0.12 0.53 0.78
C -3.869 2.585 -0.082 0.87 0.32 -0.89
C -4.834 0.447 -1.052 -0.36 -0.27 1.06
P -0.515 1.562 1.263 0.65 1.16 -0.69
P -2.061 1.687 2.802 -0.40 -0.90 0.60
O -3.256 0.851 2.706 -0.06 0.22 -0.12
O -1.275 1.399 4.166 0.11 0.15 -0.32
O -2.354 3.265 2.839 0.30 -0.10 -0.05
C -0.515 -0.561 -0.783 -1.33 -0.51 -0.99
C -1.510 -1.369 -1.706 0.35 -0.19 -0.42
C -2.251 -0.831 -2.927 -1.03 -0.21 -0.46
N -1.914 -1.526 -4.170 0.40 -0.07 0.30
C -0.377 -1.619 0.342 0.31 -0.05 0.70
C -1.494 -1.756 1.391 -0.09 -0.11 -0.12
O -2.527 -2.306 1.220 -0.13 0.00 -0.07
O -1.122 -1.275 2.633 -0.11 -0.29 -0.08
C -0.173 -1.949 3.372 0.33 0.07 0.07
C 0.042 -3.411 3.119 -0.25 -0.10 -0.21
O 0.453 -1.327 4.177 -0.04 0.14 0.06
N 0.869 -0.218 -1.450 1.17 0.27 1.09
I 2.517 -0.334 0.063 -0.08 -0.01 0.09
C 1.494 -1.319 -2.346 0.03 -0.76 -0.41
C 1.015 -1.935 -3.656 0.02 -0.36 -0.40
C 1.054 -1.248 -5.017 0.00 -0.24 -0.53
O 2.038 -1.921 -5.819 0.12 0.05 0.18
C 1.093 1.331 -1.779 -0.02 0.40 0.33
N 2.351 1.638 -2.379 -0.03 -0.28 -0.20
C 2.685 1.393 -3.782 0.16 -0.02 -0.41
C 2.988 2.869 -1.912 -0.01 0.19 0.14
C 3.760 2.861 -0.625 -0.53 -0.03 0.20
O 2.940 3.842 -2.610 0.22 -0.02 -0.28
H -0.520 5.306 0.063 0.00 -0.03 0.08
H 0.974 5.797 -0.767 0.07 0.03 0.07
H 1.060 5.074 0.867 -0.02 0.04 0.03
H 0.655 4.137 -2.645 0.22 -0.11 0.10
H -0.920 4.070 -1.880 -0.02 -0.06 0.13
H 0.286 3.205 -4.491 -0.01 0.17 0.21
H -1.813 3.112 -3.790 0.06 0.08 0.24
H -0.359 1.092 -5.760 -0.07 -0.13 -0.02
H -4.008 2.645 0.997 -0.32 -0.08 -0.02
H -2.966 3.159 -0.312 -0.04 0.03 0.12
H -4.698 3.031 -0.626 -0.12 -0.02 0.16
H -5.772 0.946 -0.813 0.00 0.04 -0.06
H -4.899 -0.583 -0.701 0.10 -0.08 -0.24
H -4.689 0.474 -2.133 0.00 0.00 -0.01
H 0.286 0.557 1.816 -0.36 -0.26 0.17
H -0.344 1.656 4.153 0.05 -0.02 0.20
H -2.759 3.487 3.691 -0.09 0.16 -0.07
H -1.032 -2.310 -1.985 0.24 0.17 -0.11
H -2.265 -1.698 -0.997 0.00 0.21 0.13
H -3.317 -1.007 -2.750 0.05 0.11 0.37
H -2.196 0.238 -3.101 0.38 -0.02 0.13
H -2.284 -2.468 -4.153 -0.25 0.08 -0.15
H -2.275 -1.013 -4.962 -0.02 -0.04 -0.01
H -0.338 -2.614 -0.100 0.04 0.08 -0.22
H 0.526 -1.537 0.933 0.04 0.27 -0.07
H -0.607 -3.858 2.370 -0.01 0.13 -0.06
H 1.089 -3.562 2.860 0.01 -0.01 -0.01
H -0.109 -3.951 4.050 0.02 0.05 0.06
H 1.559 -2.169 -1.666 -0.25 0.04 0.10
H 2.536 -1.045 -2.482 -0.10 0.48 0.00
H 1.764 -2.730 -3.768 0.18 0.14 0.13
H 0.098 -2.506 -3.588 -0.20 0.38 0.26
H 0.078 -1.347 -5.485 -0.05 0.06 0.17
H 1.289 -0.194 -4.998 -0.06 0.00 0.19
H 1.672 -2.088 -6.690 0.02 0.04 -0.04
H 1.197 1.766 -0.783 -0.16 -0.31 0.18
H 3.617 1.909 -4.000 -0.03 0.11 0.06
H 1.962 1.744 -4.520 -0.10 0.04 0.15
H 2.892 0.345 -3.972 -0.13 -0.06 0.12
H 4.305 1.933 -0.479 0.15 0.08 -0.07
H 3.048 2.971 0.197 0.04 -0.08 0.04
H 4.406 3.734 -0.614 0.08 -0.05 -0.06
C 3.252 -4.569 6.710 0.02 0.01 0.01
C 3.646 -4.107 7.893 0.00 0.00 -0.02
C 2.670 -3.550 8.866 0.00 -0.01 0.00
O 3.028 -3.126 9.941 0.00 0.01 0.00
C 1.238 -3.532 8.466 -0.01 0.00 -0.01
C 0.847 -3.995 7.283 0.00 0.01 0.01
C 1.824 -4.549 6.314 0.01 -0.02 0.00
O 1.467 -4.971 5.231 0.07 -0.03 0.13
H 3.943 -4.979 5.985 -0.02 -0.01 -0.01
H 4.682 -4.112 8.207 -0.01 0.01 0.02
H 0.546 -3.122 9.190 0.02 0.00 0.01
H -0.189 -3.990 6.971 0.00 -0.01 -0.01
```
Positions in Å, forces in eV/Å.



Molecular formula: C27H46N2O17S2
Method: DFT, wB97M-V/def2-TZVPD

total energy	-3241.18886	hartree
ΔE to the lowest compared entry with this formula, charge and spin	78.32	kcal/mol
E_HOMO	-8.545	eV
maximum force	6.974	eV/A
HOMO-LUMO gap	0.3028	Ha
E_LUMO	-0.30	eV
2S+1	1

XYZ file:
```
94
Properties=species:S:1:pos:R:3:forces:R:3
C -0.351 1.226 0.131 0.79 3.47 -0.21
C -0.717 0.071 -0.596 -1.68 -2.13 -2.93
O -0.362 -0.966 0.289 -0.33 -1.77 0.18
C 0.654 -0.588 1.028 1.61 0.02 0.33
O 1.371 -1.335 1.681 -1.43 2.08 -1.05
O 0.799 0.789 0.817 0.91 -1.78 2.51
H -1.195 1.629 0.692 0.54 0.01 0.78
H 0.113 1.973 -0.513 -0.82 0.46 -0.15
H -0.170 0.012 -1.537 0.44 -0.54 0.06
H -1.757 -0.070 -0.893 -0.04 0.31 0.44
C -4.170 3.069 -1.090 -1.58 0.24 -0.26
C -5.140 3.515 0.070 1.49 -0.22 -3.00
O -4.977 2.417 0.920 -2.84 0.98 2.25
C -3.916 1.731 0.735 3.93 -2.29 -0.02
O -3.388 0.949 1.530 -1.49 2.00 -2.51
O -3.393 2.048 -0.543 0.86 -0.61 2.42
H -3.633 3.938 -1.472 0.41 -0.44 -0.11
H -4.746 2.547 -1.854 -0.08 0.58 -0.47
H -6.110 3.570 -0.424 -0.28 0.04 0.98
H -4.778 4.472 0.445 -0.39 -0.26 0.72
C -5.565 -2.365 -3.495 -1.21 -0.84 1.25
C -6.077 -1.568 -2.245 0.71 -1.28 -1.01
O -4.956 -0.770 -1.923 0.62 0.71 -0.04
C -4.106 -0.742 -2.950 2.96 1.40 -0.54
O -3.093 -0.029 -3.003 -2.97 -2.01 0.03
O -4.460 -1.631 -3.916 0.72 1.49 -0.17
H -6.385 -2.475 -4.204 0.41 0.41 -0.48
H -5.210 -3.374 -3.283 -0.11 -0.03 0.35
H -6.203 -2.250 -1.404 -0.82 0.39 -0.07
H -6.882 -0.911 -2.574 -0.31 -0.24 0.66
C 5.212 -0.024 1.632 -0.53 -0.63 1.00
C 4.498 -1.322 1.989 -1.86 1.21 0.07
O 5.358 -1.958 2.923 -2.79 -1.40 -0.25
C 6.504 -1.412 2.870 6.57 -0.82 2.18
O 7.525 -1.840 3.468 -3.48 1.60 -1.98
O 6.526 -0.335 2.083 0.83 0.97 -1.06
H 4.827 0.758 2.287 0.09 0.28 -0.20
H 5.050 0.265 0.594 0.86 -0.08 -0.01
H 4.195 -1.934 1.140 0.48 -0.34 0.19
H 3.593 -0.980 2.493 -0.15 -0.81 0.06
C -2.330 2.180 -4.935 -0.16 -1.17 0.86
C -1.057 1.311 -5.187 -2.11 -0.55 0.85
O -0.191 2.198 -5.787 1.48 0.08 -0.91
C -0.724 3.393 -5.881 2.82 4.71 -1.05
O -0.132 4.378 -6.354 -1.87 -2.94 1.05
O -1.884 3.477 -5.251 -1.03 0.26 -0.39
H -2.676 2.165 -3.901 0.37 0.02 0.03
H -3.197 1.837 -5.500 0.13 0.39 -0.55
H -1.268 0.526 -5.914 0.12 -0.36 0.54
H -0.680 0.986 -4.217 0.26 -0.45 -0.36
C -0.352 3.114 4.576 1.91 -0.05 1.08
C 0.814 3.539 3.612 -3.62 0.65 -0.83
C 0.115 4.629 2.681 1.73 0.24 -0.12
C -0.092 5.943 3.315 -0.37 -1.42 0.28
N -0.225 6.943 3.852 -0.06 0.76 0.24
H 0.005 2.195 5.043 -0.26 -0.01 0.39
H -1.306 2.864 4.113 0.21 0.30 -0.40
H -0.486 3.846 5.372 -0.28 0.02 -0.06
H 0.921 2.608 3.055 0.87 0.43 -0.56
H 1.732 3.961 4.021 -0.24 -0.42 0.31
H -0.797 4.251 2.218 0.02 0.06 0.18
H 0.799 4.944 1.893 0.07 -0.52 -0.52
C 5.690 -1.116 -2.928 -0.93 1.14 -0.97
C 5.049 -1.639 -4.257 0.88 -1.63 1.07
C 3.876 -2.688 -3.985 0.03 1.79 -0.13
C 2.590 -2.097 -3.464 5.72 -2.14 -2.72
N 1.639 -1.683 -3.069 -4.72 2.13 2.06
H 6.687 -0.708 -3.090 -0.07 0.05 -0.17
H 5.780 -1.808 -2.090 -0.29 -0.43 -0.39
H 5.043 -0.295 -2.620 0.18 0.16 0.49
H 5.874 -2.129 -4.775 -0.12 -1.09 0.18
H 4.875 -0.937 -5.073 -0.91 0.74 0.78
H 4.137 -3.377 -3.181 0.42 -0.31 -0.44
H 3.689 -3.169 -4.946 -0.28 -0.38 0.35
C -0.209 -3.928 -0.578 1.05 -1.00 0.22
S 0.770 -5.370 0.085 1.51 0.04 -0.47
O 1.687 -5.808 -1.060 -1.08 0.75 1.25
C 1.895 -4.623 1.431 -0.89 -0.89 -0.78
H -0.787 -4.404 -1.370 -0.06 0.01 0.06
H 0.518 -3.258 -1.038 -0.24 0.28 0.21
H -0.863 -3.504 0.183 0.29 0.09 -0.07
H 2.526 -5.438 1.785 -0.08 -0.28 -0.41
H 1.226 -4.422 2.268 0.09 0.71 -0.12
H 2.555 -3.833 1.072 -0.55 0.22 0.05
C -0.549 -0.688 4.402 -0.48 -0.14 -0.76
S -1.583 -1.266 5.849 1.01 -0.89 1.06
O -1.892 -2.760 5.744 0.78 2.16 -0.26
C -0.342 -1.172 7.292 0.39 -0.66 -1.04
H -1.341 -0.359 3.729 -0.23 -0.44 -0.31
H 0.054 -1.438 3.891 -0.30 -0.49 0.39
H 0.076 0.204 4.372 0.09 0.06 1.34
H 0.327 -0.319 7.399 -0.81 0.71 -0.19
H 0.404 -1.941 7.092 -0.38 -0.57 -0.08
H -0.874 -1.416 8.211 -0.08 0.16 -0.22
```
Positions in Å, forces in eV/Å.